C23H29AsBBrCrF4NO7SSb2 | ωB97M-V/def2-TZVPD

2S+1 = 4
net charge = 0
E_LUMO (alpha / beta) = -0.9 / -0.3 eV
gap between HOMO and LUMO (alpha / beta) = 7.47 / 8.09 eV
electronic energy = -8632.837318 Eh

XYZ file:
```
71
Properties=species:S:1:pos:R:3:forces:R:3
Cr -0.026 0.851 -0.137 0.1 0.3 0.4
C 3.212 0.818 1.961 0.1 0.0 0.0
Sb 2.085 -0.504 0.743 0.1 -0.1 -0.1
C 3.447 -0.987 -0.790 0.1 0.0 0.0
C 2.050 -2.222 2.062 0.0 0.0 0.1
C 2.925 -3.352 1.609 0.0 -0.1 0.0
C 4.300 -3.246 1.817 0.0 0.0 0.0
C 5.180 -4.225 1.390 0.0 0.0 0.0
C 4.682 -5.345 0.741 0.0 0.0 0.0
C 3.317 -5.472 0.544 0.0 0.0 0.0
C 2.414 -4.497 0.971 0.0 0.1 0.0
C 0.950 -4.693 0.712 0.0 0.0 0.0
Sb 0.268 -3.351 -0.864 0.0 0.1 0.0
C -1.625 -4.304 -1.174 0.0 0.0 0.0
C 1.329 -4.320 -2.448 0.0 0.0 0.0
H 4.168 0.363 2.219 0.0 0.0 0.0
H 2.654 1.046 2.868 0.0 0.0 0.0
H 3.373 1.737 1.400 0.0 0.0 0.0
H 4.216 -1.655 -0.408 0.0 0.0 0.0
H 3.882 -0.049 -1.129 0.0 0.0 0.0
H 2.910 -1.442 -1.617 0.0 0.0 0.0
H 1.012 -2.518 2.201 0.0 0.0 -0.1
H 2.409 -1.821 3.013 0.0 0.0 0.0
H 4.686 -2.368 2.325 0.0 0.0 0.0
H 6.242 -4.115 1.562 0.0 0.0 0.0
H 5.352 -6.123 0.398 0.0 0.0 0.0
H 2.929 -6.358 0.054 0.0 0.0 0.0
H 0.350 -4.473 1.598 0.0 0.0 0.0
H 0.743 -5.722 0.420 0.0 0.0 0.0
H -1.488 -5.376 -1.315 0.0 0.0 0.0
H -2.085 -3.874 -2.062 0.0 0.0 0.0
H -2.282 -4.133 -0.320 0.0 0.0 0.0
H 0.750 -5.158 -2.834 0.0 0.0 0.0
H 2.284 -4.682 -2.068 0.0 0.0 0.0
H 1.511 -3.603 -3.247 0.0 0.0 0.0
O -4.138 -2.790 2.914 0.0 0.0 0.0
C -3.260 -2.005 2.269 0.0 0.0 0.0
C -2.088 -1.526 2.853 0.0 0.0 0.0
C -1.265 -0.733 2.094 0.0 0.0 0.0
N -1.509 -0.406 0.813 0.0 0.0 -0.1
C -2.652 -0.850 0.282 0.0 0.0 0.0
Br -3.084 -0.339 -1.466 0.0 0.0 0.0
C -3.550 -1.650 0.962 0.0 0.0 0.0
H -3.845 -2.956 3.818 0.0 0.0 0.0
H -1.830 -1.750 3.880 0.0 0.0 0.0
H -0.367 -0.313 2.525 0.0 0.0 0.0
H -4.463 -1.982 0.491 0.0 0.0 0.0
O -0.118 3.084 -2.547 0.1 0.2 -0.1
As 1.279 3.367 -1.537 -0.2 -0.1 0.1
O 2.594 3.941 -2.283 0.0 0.0 0.0
O 1.468 1.884 -0.704 -0.1 0.0 -0.1
C 0.602 4.645 -0.243 0.0 0.1 -0.1
C 1.175 5.900 -0.390 0.0 0.0 0.0
C 0.818 6.954 0.443 0.0 0.0 0.0
C -0.120 6.761 1.440 0.0 0.0 0.0
C -0.695 5.510 1.614 0.0 0.0 0.0
C -0.334 4.461 0.783 0.0 0.0 0.0
S -1.114 2.908 1.121 0.2 -0.1 0.0
O -2.140 3.120 2.087 0.0 0.0 0.0
O -1.521 2.331 -0.186 0.1 0.0 -0.1
O -0.041 1.944 1.569 -0.1 0.0 0.0
H 0.110 2.548 -3.324 0.0 -0.1 0.0
H 1.914 6.039 -1.170 0.0 0.0 0.0
H 1.275 7.925 0.304 0.0 0.0 0.0
H -0.408 7.577 2.090 0.0 0.0 0.0
H -1.429 5.338 2.388 0.0 0.0 0.0
F 1.558 -0.897 -3.328 0.0 0.0 0.0
B 0.242 -0.518 -3.284 0.0 -0.1 0.1
F -0.624 -1.562 -3.493 0.0 0.0 0.0
F -0.042 0.603 -4.019 0.0 0.1 0.0
F -0.008 -0.114 -1.804 -0.2 -0.1 -0.1
```
Positions in Å, forces in eV/Å.

Mulliken population analysis, charges in e, atoms 1 to 8: 1.234 -1.420 0.861 -0.970 -1.187 0.717 -0.445 -0.620



C23H29BN6O2Pt | ωB97M-V/def2-TZVPD

2S+1 = 1
net charge = 0
E_LUMO = 0.4 eV
gap between HOMO and LUMO = 7.60 eV
electronic energy = -1517.127660 Eh

XYZ file:
```
62
Properties=species:S:1:pos:R:3:forces:R:3
Pt 0.506 -0.017 0.493 0.6 -0.6 1.2
C 0.189 -2.368 3.040 -0.1 -0.1 0.0
C -0.880 -2.344 2.003 0.0 0.0 -0.1
C -2.020 -3.143 1.894 0.0 0.0 0.1
C -2.677 -2.715 0.756 0.0 0.0 0.0
C -3.950 -3.214 0.158 0.1 0.1 0.0
N -1.962 -1.714 0.219 0.1 0.0 0.1
N -0.860 -1.487 0.984 0.4 0.4 -0.1
B -2.243 -0.884 -1.052 0.2 0.2 -0.1
N -2.356 0.594 -0.630 -0.2 -0.1 -0.1
N -1.348 1.180 0.042 0.2 0.4 0.0
C -1.671 2.450 0.248 -0.1 -0.1 -0.1
C -0.757 3.384 0.966 0.0 0.0 0.0
C -2.943 2.688 -0.301 0.1 0.1 0.0
C -3.344 1.485 -0.846 0.0 0.1 0.0
C -4.620 1.156 -1.548 0.1 0.0 0.0
N -1.052 -1.075 -2.011 -0.2 -0.1 -0.1
N 0.199 -0.798 -1.595 0.3 0.2 -0.2
C 1.027 -1.002 -2.609 -0.1 -0.1 0.0
C 2.495 -0.776 -2.479 0.0 0.0 0.0
C 0.285 -1.442 -3.719 0.1 0.0 0.0
C -1.029 -1.477 -3.298 0.1 0.0 -0.1
C -2.246 -1.881 -4.062 0.0 0.0 0.1
H -0.022 -3.141 3.776 0.0 0.0 0.0
H 1.159 -2.561 2.586 0.0 0.0 0.0
H 0.257 -1.404 3.542 0.0 0.0 0.0
H -2.321 -3.931 2.564 0.0 0.0 0.0
H -4.345 -4.025 0.766 0.0 0.0 0.0
H -4.695 -2.420 0.105 0.0 0.0 0.0
H -3.789 -3.583 -0.856 0.0 0.0 0.0
H -3.253 -1.226 -1.591 0.0 -0.1 0.1
H 0.154 2.862 1.253 0.0 0.0 0.0
H -0.483 4.223 0.325 0.0 0.0 0.0
H -1.236 3.786 1.860 0.0 0.0 0.0
H -3.494 3.614 -0.296 0.0 0.0 0.0
H -5.256 2.039 -1.565 0.0 0.0 0.0
H -4.442 0.839 -2.577 0.0 0.0 0.0
H -5.157 0.353 -1.040 0.0 0.0 0.0
H 2.728 -0.430 -1.473 0.0 0.0 0.0
H 3.049 -1.695 -2.678 0.0 0.0 0.0
H 2.833 -0.019 -3.187 0.0 0.0 0.0
H 0.660 -1.700 -4.696 0.0 0.0 0.0
H -1.952 -2.188 -5.064 0.0 0.0 0.0
H -2.757 -2.716 -3.581 0.0 0.0 0.0
H -2.958 -1.059 -4.147 0.0 0.0 0.0
C 3.686 -0.178 3.690 -0.1 0.0 0.0
C 2.985 0.312 2.443 0.2 0.1 0.1
O 1.933 -0.265 2.155 -0.7 -0.3 -0.3
C 3.554 1.391 1.677 0.0 0.1 -0.1
C 4.766 1.992 2.094 0.0 0.0 0.0
C 5.349 3.017 1.407 0.0 0.0 0.0
C 4.719 3.492 0.240 0.0 -0.1 0.1
C 3.550 2.939 -0.195 -0.1 0.0 -0.1
C 2.915 1.869 0.499 0.1 -0.1 0.1
O 1.815 1.437 -0.013 -0.6 0.0 -0.6
H 3.102 -0.990 4.117 0.0 0.0 0.0
H 3.775 0.625 4.422 0.0 0.0 0.0
H 4.687 -0.539 3.453 0.0 0.0 0.0
H 5.251 1.627 2.990 0.0 0.0 0.0
H 6.275 3.456 1.751 0.0 0.0 0.0
H 5.170 4.305 -0.316 0.0 0.0 0.0
H 3.052 3.291 -1.089 0.0 0.0 0.0
```
Positions in Å, forces in eV/Å.

natural (NBO) population analysis, charges in e, atoms 1 to 8: 1.103 -0.645 0.200 -0.352 0.211 -0.640 -0.308 -0.290



C23H29BrN3OReS | ωB97M-V/def2-TZVPD

2S+1 = 4
net charge = +3
E_LUMO (alpha / beta) = -11.7 / -12.0 eV
gap between HOMO and LUMO (alpha / beta) = 5.77 / 5.48 eV
electronic energy = -4182.755702 Eh

XYZ file:
```
59
Properties=species:S:1:pos:R:3:forces:R:3
Re 1.328 -0.328 0.178 4.2 -4.3 -3.0
C 0.298 2.436 -2.380 -0.2 -0.6 -0.3
C 0.546 3.347 -1.144 -0.4 0.3 0.4
C 1.292 4.653 -1.473 0.3 0.2 0.2
C 1.080 2.694 0.140 -0.9 -0.4 -0.8
C 0.558 1.466 0.695 -1.8 0.9 0.3
C 1.210 0.764 1.836 -2.3 1.3 1.6
C 2.192 1.500 2.586 -0.1 0.2 1.5
C 2.495 1.048 4.000 0.2 -0.2 -0.5
C 2.510 2.778 2.143 0.1 0.5 -0.8
C 2.025 3.310 0.925 1.3 0.8 1.4
H 0.254 3.056 -3.302 0.1 -0.3 0.7
H -0.690 1.913 -2.343 0.8 0.3 0.2
H 1.084 1.669 -2.550 -0.3 0.5 0.2
H -0.473 3.708 -0.878 0.3 -0.3 0.2
H 2.388 4.539 -1.620 -0.6 -0.1 -0.1
H 1.169 5.353 -0.619 0.0 -0.2 -0.8
H 0.846 5.098 -2.380 0.3 -0.1 0.5
H -0.544 1.383 0.710 0.3 0.2 -0.4
H 0.474 0.230 2.504 0.8 0.4 -0.5
H 1.900 1.618 4.744 0.2 -0.1 -0.5
H 3.552 1.172 4.257 -0.2 0.2 0.0
H 2.246 -0.006 4.123 0.0 0.0 0.0
H 3.104 3.413 2.799 0.0 -0.1 -0.2
H 2.308 4.326 0.667 0.3 -0.3 0.1
Br 2.634 -2.518 -0.319 -0.9 1.1 0.2
N -0.265 -1.334 0.198 0.3 -0.9 0.1
S -1.871 -1.080 0.650 -1.1 0.2 -0.3
C -2.355 -2.603 1.351 0.0 -0.7 0.1
C -2.431 -2.629 2.736 -0.1 0.0 0.8
C -2.761 -3.810 3.410 0.2 -0.1 -0.8
C -2.929 -5.011 2.686 0.2 1.9 -0.8
C -2.880 -4.971 1.277 0.2 1.3 0.4
C -2.628 -3.759 0.606 0.1 -0.8 0.6
C -2.700 -1.097 -0.919 -0.7 0.4 -1.9
C -2.055 -0.965 -2.167 -0.4 -0.2 0.4
C -2.794 -0.986 -3.365 0.0 0.3 1.3
C -4.186 -0.975 -3.324 0.1 -0.4 0.3
C -4.839 -1.101 -2.090 0.5 0.1 0.2
C -4.103 -1.170 -0.900 0.3 0.2 -0.3
H -0.165 -2.339 -0.040 0.2 0.5 -0.1
H -2.251 -1.704 3.288 -0.1 -0.3 0.0
H -2.873 -3.758 4.483 0.1 -0.2 0.0
H -3.125 -5.923 3.186 -0.2 -0.7 0.4
H -3.065 -5.855 0.700 0.0 -0.3 -0.2
H -2.649 -3.746 -0.462 0.0 0.0 -0.5
H -0.987 -0.836 -2.211 0.3 -0.2 -0.1
H -2.257 -0.969 -4.292 0.1 0.1 -0.4
H -4.753 -0.900 -4.249 0.1 -0.1 0.2
H -5.923 -1.147 -2.044 0.2 0.1 0.0
H -4.599 -1.234 0.047 -0.4 -0.2 0.3
N 3.960 -0.060 -2.516 0.4 -0.3 0.1
C 4.063 0.242 -1.230 1.2 0.6 -0.7
N 5.266 0.439 -0.702 0.6 -0.6 0.4
O 3.027 0.555 -0.520 -1.5 -0.3 0.4
H 4.771 -0.300 -3.081 -0.1 0.1 0.3
H 3.088 -0.332 -2.912 -0.6 0.0 -0.1
H 6.132 0.170 -1.201 -0.9 0.3 0.4
H 5.354 0.568 0.308 -0.1 0.0 -0.6
```
Positions in Å, forces in eV/Å.

natural (NBO) population analysis, charges in e, atoms 1 to 8: 1.544 -0.615 -0.302 -0.615 0.252 -0.479 -0.494 0.222



C23H29F3NO6S2 | ωB97M-V/def2-TZVPD

2S+1 = 1
net charge = -1
E_LUMO = 2.6 eV
gap between HOMO and LUMO = 7.89 eV
electronic energy = -2496.038312 Eh

XYZ file:
```
64
Properties=species:S:1:pos:R:3:forces:R:3
C 0.726 2.914 -2.218 0.0 0.0 0.0
C 0.900 1.472 -1.820 0.3 0.2 -0.1
O 0.760 1.330 -0.374 -0.4 -1.1 0.3
C 0.696 0.020 -0.067 -0.2 -0.4 -1.5
C 0.383 -0.339 1.393 0.4 0.5 0.5
C 1.097 -1.658 1.698 1.2 -0.6 2.3
O 1.779 -1.762 2.723 -1.9 0.1 -1.6
C 0.809 -2.897 0.875 -0.6 -0.4 -0.2
C 1.998 -3.385 0.043 -0.1 0.0 0.2
C 3.133 -4.024 0.860 0.3 -0.2 -0.4
C 4.406 -3.175 0.946 0.1 -0.2 0.3
C 4.490 -2.185 2.113 -0.1 0.3 0.6
C 4.819 -0.727 1.721 0.2 -0.2 0.1
C 3.660 0.240 1.521 -0.1 0.1 -0.1
C 3.063 0.759 2.826 0.2 -0.2 0.0
C 1.821 1.583 2.549 0.2 0.5 0.3
C 0.495 0.880 2.332 0.0 -0.2 0.2
O 0.918 -0.833 -0.915 -0.4 0.7 1.2
H 0.857 2.942 -3.301 0.0 0.1 0.0
H -0.290 3.253 -2.007 0.1 0.1 0.1
H 1.467 3.584 -1.763 -0.2 -0.2 0.0
H 0.134 0.842 -2.281 0.1 0.2 0.0
H 1.888 1.066 -2.090 -0.3 0.2 0.0
H 0.547 -3.698 1.590 0.0 0.4 -0.1
H -0.072 -2.750 0.233 0.5 0.0 0.2
H 1.612 -4.142 -0.660 0.0 0.4 0.1
H 2.351 -2.528 -0.538 0.1 -0.4 -0.1
H 2.792 -4.321 1.869 0.1 0.1 -0.4
H 3.419 -4.941 0.321 -0.1 0.1 0.3
H 5.250 -3.865 1.061 0.0 0.1 -0.3
H 4.544 -2.637 0.003 0.0 -0.1 -0.1
H 3.554 -2.204 2.698 0.9 -0.1 -0.3
H 5.279 -2.534 2.801 -0.2 0.1 -0.2
H 5.432 -0.332 2.541 0.2 0.2 -0.3
H 5.395 -0.718 0.787 0.3 -0.1 0.3
H 4.014 1.117 0.953 -0.1 -0.2 0.1
H 2.870 -0.214 0.900 0.4 0.1 0.1
H 2.836 -0.082 3.488 0.1 0.3 0.0
H 3.804 1.398 3.337 -0.1 -0.2 -0.2
H 1.653 2.223 3.424 0.0 0.2 -0.3
H 2.010 2.227 1.683 0.0 0.1 0.2
H -0.199 1.635 1.916 0.1 -0.5 0.3
H 0.089 0.546 3.295 0.2 0.2 -0.1
F -2.619 -2.277 3.302 0.8 1.2 0.2
C -1.695 -1.261 3.327 0.1 -0.2 0.5
F -2.268 -0.200 3.972 0.5 -1.1 -0.3
F -0.633 -1.686 4.047 -0.9 0.4 -0.1
S -1.330 -0.892 1.605 -1.9 -0.2 -1.7
N -3.803 1.225 -1.565 1.1 -0.9 1.3
C -4.453 0.345 -2.386 1.1 0.8 1.2
O -4.380 -0.888 -2.336 -0.3 1.1 -0.5
C -5.290 1.169 -3.316 -1.0 -0.2 -0.9
C -5.248 2.506 -2.985 -0.4 1.6 -0.1
C -6.060 3.478 -3.550 -0.2 -0.9 -0.5
C -6.989 3.028 -4.505 0.3 -0.2 0.1
C -7.019 1.677 -4.913 0.2 0.3 0.1
C -6.141 0.746 -4.339 -0.1 0.1 0.2
S -4.078 2.796 -1.668 -0.4 -2.5 -1.2
O -4.743 3.353 -0.514 0.2 0.1 -0.1
O -2.925 3.505 -2.185 -0.1 0.3 0.2
H -5.953 4.516 -3.230 -0.3 -0.3 -0.2
H -7.698 3.735 -4.917 0.0 0.0 -0.2
H -7.733 1.352 -5.680 0.3 0.2 0.3
H -6.130 -0.307 -4.631 -0.1 0.3 0.1
```
Positions in Å, forces in eV/Å.

natural (NBO) population analysis, charges in e, atoms 1 to 8: -0.639 -0.069 -0.499 0.812 -0.357 0.656 -0.602 -0.524



no.,maximum force (eV/A)
1,0.532
2,1.465
3,6.690
4,2.816